Here is 15 unconnected molecules or ions with the total composition C5H39NO15 from OMol25. Energies are from ωB97M-V with the def2-TZVPD basis set.

Each line ends with the natural charge from an NBO analysis.
Element x y z (Å)
1 C -0.006 -0.017 3.376  -0.62
2 C 1.563 -0.172 3.317  -0.21
3 N 1.895 -0.939 2.055  -0.47
4 C 3.257 -1.376 2.036  -0.44
5 C 1.472 -0.326 0.765  -0.34
6 C 0.645 -1.576 0.395  0.42
7 O -0.442 -1.500 -0.224  -0.63
8 H -0.262 0.585 2.469  0.18
9 H -0.456 -0.963 3.451  0.24
10 H -0.291 0.655 4.160  0.21
11 H 2.316 0.738 3.275  0.17
12 H 1.868 -0.708 4.215  0.21
13 H 3.339 -2.375 1.455  0.23
14 H 4.057 -0.716 1.648  0.18
15 H 3.688 -1.624 2.995  0.21
16 H 2.346 -0.109 0.019  0.24
17 H 0.780 0.442 0.964  0.22
18 H 0.972 -2.613 0.621  0.19
19 H 0.342 2.520 1.358  0.48
20 H 1.321 3.413 2.256  0.50
21 O 0.500 3.398 1.621  -0.96
22 H -0.505 -4.204 -1.161  0.49
23 H 0.878 -4.822 -0.766  0.47
24 O 0.113 -4.482 -0.434  -0.96
25 H -1.484 -2.343 2.128  0.47
26 H -0.015 -2.715 2.086  0.46
27 O -0.895 -3.052 2.304  -0.93
28 H -1.907 -2.691 -1.973  0.46
29 H -1.045 -2.137 -3.123  0.49
30 O -1.665 -2.843 -2.827  -0.97
31 H -0.209 1.547 -2.126  0.55
32 H 1.207 1.174 -3.063  0.48
33 O 0.769 1.163 -2.175  -1.04
34 H -1.877 1.859 1.886  0.47
35 H -1.829 2.610 3.187  0.45
36 O -2.201 2.678 2.399  -0.93
37 H -0.686 3.997 0.177  0.50
38 H -1.484 5.040 -0.731  0.49
39 O -1.201 4.087 -0.565  -0.98
40 H -0.882 0.566 -0.299  0.50
41 H -2.111 1.528 -0.187  0.50
42 O -1.134 1.445 -0.248  -0.99
43 H 3.095 -2.232 -1.272  0.46
44 H 4.424 -2.690 -1.242  0.47
45 O 3.532 -2.957 -0.874  -0.92
46 H -1.363 3.253 -2.117  0.50
47 H -1.185 3.422 -3.589  0.47
48 O -1.431 2.846 -2.922  -0.97
49 H -3.426 2.213 -2.325  0.49
50 H -2.751 0.853 -2.950  0.48
51 O -3.480 1.381 -2.832  -0.97
52 H 0.001 -1.271 -4.704  0.48
53 H 0.624 -0.836 -3.308  0.50
54 O 0.425 -1.505 -3.949  -0.95
55 H -3.702 -0.325 1.112  0.47
56 H -2.797 -1.298 0.619  0.48
57 O -2.812 -0.611 1.286  -0.95
58 H 1.656 3.048 0.090  0.47
59 H 2.120 2.244 -1.130  0.49
60 O 2.459 2.735 -0.308  -0.98

Atoms 1-2, force components in eV/Å:
C 2.682 2.878 -1.288
C 0.588 0.850 -1.435

Computed properties:
Energy above the lowest of the compared OMol25 structures with the same formula, charge and spin = 771.3 kJ/mol
2S+1 = 1
Gap between HOMO and LUMO = 8.9 eV
LUMO energy = -0.1 eV
Total energy = -38016.6666 eV
Max |F| = 7.282 eV/A



Here is a molecular structure, C5H3Cl2NO3RuSm from OMol25. Energies are from ωB97M-V with the def2-TZVPD basis set.

Each line ends with the Löwdin spin population.
Element x y z (Å)
1 Ru -0.081 0.866 -4.358  3.13
2 Sm -0.084 0.901 0.270  5.09
3 Cl 1.101 0.997 -2.321  0.19
4 Cl -1.334 -1.249 0.411  0.63
5 C -1.841 0.484 2.280  0.17
6 C 1.211 1.314 -5.506  0.12
7 C -1.367 0.716 -5.697  0.15
8 O -2.621 0.090 3.012  0.05
9 O 2.136 1.618 -6.128  0.15
10 O -1.987 0.766 -6.708  0.22
11 C 0.870 -1.338 4.504  0.01
12 C 0.482 -0.512 3.384  0.03
13 N 0.280 0.136 2.412  0.05
14 H 0.320 -2.281 4.619  0.00
15 H 0.972 -0.961 5.538  0.00
16 H 1.943 -1.546 4.290  0.01

Atoms 1-2, force components in eV/Å:
Ru -1.765 -1.671 7.179
Sm 0.826 1.192 0.018

Computed properties:
⟨S²⟩ = 30.038
2S+1 = 11
Gap between HOMO and LUMO (spin up / spin down) = 5.0 / 5.7 eV
LUMO energy (spin up / spin down) = -18.4 / -20.0 eV
Charge = +4
Total energy = -58342.1808 eV
Max |F| = 12.799 eV/A



Here is a single C5H3ClF4O molecule from OMol25. Energies are from ωB97M-V with the def2-TZVPD basis set.

Each line ends with the natural charge from an NBO analysis.
Element x y z (Å)
1 C -0.133 -0.743 1.917  0.40
2 C -1.117 0.150 -0.252  -0.54
3 C -0.392 -0.896 0.501  -0.21
4 C -0.080 0.624 -1.289  0.60
5 C 1.282 0.581 -0.544  0.71
6 O -0.432 0.286 2.491  -0.51
7 F -0.423 1.829 -1.854  -0.33
8 F -0.124 -0.221 -2.334  -0.32
9 F 2.418 0.184 -1.137  -0.29
10 F 1.440 1.535 0.348  -0.28
11 Cl 0.850 -1.999 2.578  -0.01
12 H -1.950 -0.492 -0.854  0.26
13 H -1.537 0.879 0.486  0.28
14 H 0.199 -1.716 -0.057  0.24

Atoms 1-2, force components in eV/Å:
C -0.255 2.065 -0.907
C -1.922 -1.742 -0.927

Computed properties:
Energy above the lowest of the compared OMol25 structures with the same formula, charge and spin = 74.0 kJ/mol
2S+1 = 1
Gap between HOMO and LUMO (spin up / spin down) = 9.0 / 7.9 eV
LUMO energy (spin up / spin down) = -0.7 / -1.7 eV
Total energy = -30670.1091 eV
Max |F| = 3.264 eV/A



Here is a molecular structure, C5H3CrN4O2S4SbSe from OMol25. Energies are from ωB97M-V with the def2-TZVPD basis set.

Each line ends with the Löwdin spin population.
Element x y z (Å)
1 Cr -7.873 2.530 -5.859  3.01
2 S -11.973 1.957 -2.942  0.02
3 Sb -10.859 1.803 -5.054  0.01
4 S -9.630 3.880 -5.467  -0.06
5 S -8.888 0.586 -4.907  -0.03
6 S -12.327 1.490 -6.790  0.03
7 Se -5.826 -0.230 -8.841  0.19
8 N -7.198 -0.248 -9.950  0.20
9 C -8.068 0.604 -9.584  0.01
10 C -9.262 1.007 -10.280  0.12
11 C -10.067 1.882 -9.701  0.07
12 C -9.676 2.448 -8.435  0.18
13 N -8.593 2.159 -7.758  0.02
14 C -7.764 1.243 -8.339  0.00
15 N -6.565 0.995 -7.772  0.19
16 H -9.564 0.564 -11.229  0.01
17 H -10.972 2.269 -10.133  0.00
18 H -10.410 3.151 -8.060  0.01
19 O -6.461 3.959 -6.255  0.00
20 N -6.126 4.091 -5.036  0.03
21 O -6.802 3.224 -4.303  -0.01

Atoms 1-2, force components in eV/Å:
Cr -0.625 -0.984 -0.633
S 0.783 -0.152 -1.234

Computed properties:
⟨S²⟩ = 6.115
2S+1 = 5
Gap between HOMO and LUMO (spin up / spin down) = 4.7 / 5.9 eV
LUMO energy (spin up / spin down) = 4.4 / 4.3 eV
Charge = -2
Total energy = -158936.7749 eV
Max |F| = 3.743 eV/A



Here is a molecular structure, C5H3CuOS7 from OMol25. Energies are from ωB97M-V with the def2-TZVPD basis set.

Each line ends with the natural charge from an NBO analysis.
Element x y z (Å)
1 Cu -1.071 0.164 -0.207  0.65
2 S 2.018 -5.734 2.428  -0.30
3 C 1.285 -4.359 1.803  -0.58
4 S 1.930 -3.419 0.529  0.47
5 C 0.693 -2.183 0.425  -0.43
6 C -0.329 -2.321 1.312  -0.42
7 S -1.711 -1.281 1.488  -0.48
8 S -0.189 -3.708 2.375  0.47
9 S 0.873 -0.929 -0.770  -0.48
10 C 0.542 2.947 -0.637  -0.27
11 O -0.199 3.361 -1.783  -0.53
12 C -1.501 3.050 -1.914  0.05
13 S -2.279 3.833 -3.180  -0.33
14 S -2.287 2.002 -0.809  -0.38
15 H 1.475 3.508 -0.691  0.17
16 H 0.748 1.878 -0.647  0.21
17 H 0.001 3.191 0.278  0.19

Atoms 1-2, force components in eV/Å:
Cu -0.031 0.025 0.059
S 0.008 -0.050 0.004

Computed properties:
Energy above the lowest of the compared OMol25 structures with the same formula, charge and spin = 0.0 kJ/mol
2S+1 = 1
Gap between HOMO and LUMO = 5.5 eV
LUMO energy = 4.6 eV
Charge = -2
Total energy = -127770.9629 eV
Max |F| = 0.128 eV/A



Here is a molecular structure, C5H3F5O from OMol25. Energies are from ωB97M-V with the def2-TZVPD basis set.

Each line ends with the natural charge from an NBO analysis.
Element x y z (Å)
1 C 0.106 1.247 -1.239  0.29
2 C 1.374 1.361 -0.809  0.25
3 C -0.444 0.269 -0.184  0.61
4 C 1.478 0.509 0.393  0.57
5 C -1.496 -1.761 0.666  -0.28
6 O -0.866 -1.000 -0.415  -0.51
7 F -0.572 1.624 -2.298  -0.27
8 F 2.398 2.184 -1.310  -0.31
9 F -1.147 0.922 0.783  -0.34
10 F 2.002 -0.670 0.046  -0.33
11 F 2.080 1.001 1.522  -0.31
12 H -0.690 -2.174 1.396  0.20
13 H -2.143 -2.519 0.132  0.22
14 H -2.081 -0.994 1.316  0.21

Atoms 1-2, force components in eV/Å:
C 0.086 -2.109 1.242
C 1.109 2.551 -0.874

Computed properties:
Energy above the lowest of the compared OMol25 structures with the same formula, charge and spin = 325.8 kJ/mol
2S+1 = 1
Gap between HOMO and LUMO = 10.1 eV
LUMO energy = 0.5 eV
Total energy = -20864.4471 eV
Max |F| = 3.469 eV/A



Here is a single C5H3FO2 molecule from OMol25. Energies are from ωB97M-V with the def2-TZVPD basis set.

Each line ends with the natural charge from an NBO analysis.
Element x y z (Å)
1 C 1.025 -0.025 -0.995  0.76
2 C 1.195 -0.522 0.234  -0.45
3 C 0.072 -0.434 1.118  -0.10
4 C -1.096 0.142 0.715  -0.37
5 C -1.248 0.675 -0.631  0.74
6 H 2.146 -0.971 0.529  0.25
7 H 0.168 -0.834 2.174  0.23
8 H -1.950 0.232 1.346  0.24
9 O -2.190 1.216 -1.119  -0.54
10 O -0.082 0.550 -1.442  -0.47
11 F 1.960 -0.030 -1.929  -0.29

Atoms 1-2, force components in eV/Å:
C -0.265 0.268 -0.255
C 0.478 -0.387 0.405

Computed properties:
Energy above the lowest of the compared OMol25 structures with the same formula, charge and spin = 0.0 kJ/mol
2S+1 = 1
Gap between HOMO and LUMO = 9.4 eV
LUMO energy = 0.1 eV
SMILES string = O=c1cccc(F)o1
Total energy = -12045.4757 eV
Max |F| = 1.592 eV/A



Here is 2 unconnected molecules or ions with the total composition C5H3N from OMol25. Energies are from ωB97M-V with the def2-TZVPD basis set.

Each line ends with the natural charge from an NBO analysis.
Element x y z (Å)
1 C -0.185 -0.470 -1.472  -0.13
2 C 0.592 0.446 -0.832  -0.09
3 C -0.449 0.194 0.599  0.41
4 C -0.633 -1.092 -0.233  -0.47
5 C 0.720 1.345 0.163  -0.02
6 N -0.588 1.444 0.833  -0.37
7 H -1.592 -1.459 -0.278  0.25
8 H 0.068 -1.851 0.103  0.26
9 H 2.067 1.444 1.117  0.16

Atoms 1-2, force components in eV/Å:
C 2.666 2.697 -1.037
C -0.316 -1.805 -3.093

Computed properties:
Energy above the lowest of the compared OMol25 structures with the same formula, charge and spin = 778.6 kJ/mol
2S+1 = 1
Gap between HOMO and LUMO = 8.5 eV
LUMO energy = -0.3 eV
Total energy = -6712.6537 eV
Max |F| = 4.663 eV/A



Here is a single C5H3N molecule from OMol25. Energies are from ωB97M-V with the def2-TZVPD basis set.

Each line ends with the natural charge from an NBO analysis.
Element x y z (Å)
1 C 0.384 0.269 0.230  0.00
2 C 1.560 0.007 0.052  0.14
3 C 3.832 -0.330 -0.419  0.38
4 C -1.925 -0.415 -0.099  -0.32
5 C -1.005 0.479 0.213  -0.26
6 N 2.844 -0.054 0.137  -0.56
7 H -2.902 -0.064 -0.082  0.20
8 H -1.601 -1.316 -0.509  0.20
9 H -1.188 1.425 0.478  0.21

Atoms 1-2, force components in eV/Å:
C 2.221 -1.294 -0.968
C -3.809 1.221 1.393

Computed properties:
Energy above the lowest of the compared OMol25 structures with the same formula, charge and spin = 175.5 kJ/mol
2S+1 = 1
Gap between HOMO and LUMO = 9.5 eV
LUMO energy = 0.1 eV
Total energy = -6718.9047 eV
Max |F| = 4.236 eV/A



Here is a molecular structure, C5H3N from OMol25. Energies are from ωB97M-V with the def2-TZVPD basis set.

Each line ends with the natural charge from an NBO analysis.
Element x y z (Å)
1 C 1.088 -0.028 0.123  -0.28
2 C 1.468 1.180 0.444  0.06
3 C -0.675 -1.407 0.051  0.32
4 C -0.715 0.915 0.077  -0.06
5 C 0.706 -1.273 -0.264  -0.31
6 N -1.266 -0.289 0.277  -0.45
7 H -0.918 1.594 0.951  0.24
8 H -0.872 1.422 -0.820  0.22
9 H 1.185 -2.114 -0.840  0.27

Atoms 1-2, force components in eV/Å:
C 2.051 2.542 0.131
C -1.224 -1.877 -0.706

Computed properties:
Energy above the lowest of the compared OMol25 structures with the same formula, charge and spin = 563.6 kJ/mol
2S+1 = 1
Gap between HOMO and LUMO (spin up / spin down) = 8.1 / 6.8 eV
LUMO energy (spin up / spin down) = -1.7 / -1.8 eV
Total energy = -6714.8824 eV
Max |F| = 4.077 eV/A



Here is a single C5H3N molecule from OMol25. Energies are from ωB97M-V with the def2-TZVPD basis set.

Each line ends with the natural charge from an NBO analysis.
Element x y z (Å)
1 C -0.825 0.308 -0.599  0.01
2 C -0.945 -1.485 -0.694  -0.22
3 C 0.218 -1.645 -0.142  0.17
4 C -0.039 0.794 0.484  -0.62
5 C 1.329 0.092 0.180  0.35
6 N 1.451 -1.209 0.229  -0.47
7 H -0.952 0.665 -1.595  0.21
8 H 0.036 1.956 0.598  0.27
9 H -0.273 0.523 1.539  0.28

Atoms 1-2, force components in eV/Å:
C -0.860 -4.554 0.412
C 2.032 1.893 1.655

Computed properties:
Energy above the lowest of the compared OMol25 structures with the same formula, charge and spin = 641.4 kJ/mol
2S+1 = 1
Gap between HOMO and LUMO (spin up / spin down) = 7.4 / 7.9 eV
LUMO energy (spin up / spin down) = -1.4 / -1.3 eV
Total energy = -6714.0759 eV
Max |F| = 4.652 eV/A



Here is a single C5H3N molecule from OMol25. Energies are from ωB97M-V with the def2-TZVPD basis set.

Each line ends with the natural charge from an NBO analysis.
Element x y z (Å)
1 C 0.642 1.118 -0.457  0.02
2 C -0.363 1.384 0.320  -0.03
3 C -0.311 -0.738 0.033  0.28
4 C 1.095 -0.300 -0.427  -0.51
5 C -1.205 0.321 0.557  -0.22
6 N -1.426 -0.912 -0.514  -0.29
7 H 1.441 -0.774 -1.364  0.26
8 H 1.901 -0.325 0.343  0.26
9 H -1.775 0.227 1.509  0.23

Atoms 1-2, force components in eV/Å:
C -1.795 1.603 0.085
C 3.601 0.269 -2.534

Computed properties:
Energy above the lowest of the compared OMol25 structures with the same formula, charge and spin = 499.0 kJ/mol
2S+1 = 1
Gap between HOMO and LUMO (spin up / spin down) = 7.9 / 7.9 eV
LUMO energy (spin up / spin down) = -1.1 / -1.1 eV
SMILES string = C1#C[C@H]2N=C2C1
Total energy = -6715.5518 eV
Max |F| = 4.412 eV/A



Q: Number 3 is which compound?
A: C5H3ClF4O